Entry 1:
The following is a DFT calculation (the ωB97M-V functional and the def2-TZVPD basis) of C42H41BrFeGeN8O as an isolated structure.

Kohn-Sham gap (alpha / beta)	5.86 / 3.28	eV
<S²>	0.7585
DFT total energy	-219110.77843	eV
ΔE to the lowest compared entry with this formula, charge and spin	0.0000	eV

Geometry as ORCA input:
```
! wB97M-V def2-TZVPD RIJCOSX def2/J DEFGRID3
* xyz 3 2
Br -6.81520 -3.34952 0.62581
Ge -1.87403 1.49790 -0.05536
Fe 0.24301 -1.38306 -0.09650
O -1.55006 -0.37568 0.20830
N 6.51135 3.31501 3.78148
N 1.39214 -0.10613 0.80781
N -0.18206 -2.50480 4.54317
N 0.01759 -2.02178 1.81491
N 1.92343 1.39676 -3.62458
N -0.69626 -2.75033 -1.17432
N 1.81902 -2.61001 -0.46500
N 0.82031 -0.27005 -1.69431
C -5.25032 2.07814 -2.39753
C -4.84081 -1.46558 1.43161
C 2.33056 1.44176 -2.35724
C -0.85675 -3.21898 3.66100
C 4.06337 -3.45672 -0.42133
C 5.41837 3.27715 4.49269
C 3.25531 1.33104 0.60385
C -0.37080 2.59114 0.53482
C 4.56877 1.99372 2.63132
C 1.80126 0.61216 -1.38659
C 2.52797 -4.30458 -2.05820
C -5.14907 -2.49650 0.55263
C -1.96483 -2.93364 -1.26263
C 6.83337 2.82867 2.61496
C 5.80329 2.12605 1.99204
C -4.18905 -2.90354 -0.35278
C -0.10775 -4.35515 -3.00296
C 3.82177 -4.27355 -1.48954
C -3.11764 0.69645 -2.63323
C 0.60585 -1.54351 4.06682
C 2.62682 0.42534 2.74974
C 0.40923 -0.30857 -2.95191
C -4.55593 0.74979 -2.11915
C 0.20631 -3.54779 -1.94069
C -2.94333 -2.26412 -0.43121
C 3.02979 -2.62903 0.04885
C -2.17568 1.69817 -1.96306
C 2.17415 -5.13730 -3.14581
C 2.19193 0.63904 0.04304
C 0.97410 0.52755 -3.91905
C 0.72227 -1.29474 2.71266
C -3.62758 -0.80026 1.33678
C 1.54419 -3.47923 -1.48605
C 0.89038 -5.14475 -3.61294
C 1.60149 -0.26469 2.11456
C -0.76517 -2.97960 2.28676
C -2.09834 6.10130 0.90071
C 3.45579 1.24284 1.98202
C -0.72111 4.07616 0.29734
C 4.37808 2.57335 3.88825
C -1.92178 4.59904 1.08094
C -2.69203 -1.13614 0.36769
H -4.81587 2.90184 -1.82709
H -1.19085 1.70620 -2.43708
H -2.35533 -3.72561 -1.89742
H 3.43056 2.53012 4.40849
H -2.83930 4.09284 0.76373
H -4.57410 0.54628 -1.04139
H -1.22028 6.64350 1.25531
H -5.55254 -1.17162 2.19151
H -0.16053 2.41380 1.59298
H 2.80246 0.28928 3.80792
H -3.06377 1.69929 0.86444
H -5.11869 -0.06022 -2.58751
H -1.11454 -4.41128 -3.39460
H -2.55641 2.71774 -2.08106
H 6.01209 1.67310 1.03215
H -5.19161 2.33673 -3.45631
H 0.52334 2.35359 -0.04117
H -3.12090 0.89922 -3.70849
H -1.32900 -3.56325 1.57128
H 0.63370 0.48389 -4.94655
H -2.72601 -0.32006 -2.51062
H -4.38594 -3.75120 -0.99734
H -1.49613 -4.00771 4.03820
H -3.42132 -0.00496 2.03881
H 5.36799 3.77691 5.45415
H 1.14777 -0.95776 4.80004
H -0.37764 -1.00828 -3.19984
H 7.83067 2.97499 2.21404
H -6.30475 2.02957 -2.12963
H 0.15672 4.67114 0.56576
H -2.96092 6.46817 1.45436
H 4.59982 -4.90657 -1.89747
H 2.93082 -5.76468 -3.59850
H -1.79400 4.35963 2.14166
H 3.09911 2.16909 -2.12407
H -0.87864 4.25126 -0.77177
H 0.61954 -5.77239 -4.45053
H 3.22535 -1.95417 0.87457
H 5.02958 -3.42668 0.06092
H 3.88913 1.95351 -0.01225
H -2.24527 6.35555 -0.15019
*
```

Entry 2:
The following is a DFT calculation (the ωB97M-V functional and the def2-TZVPD basis) of a 2-piece molecular cluster, C4H13N2 overall.

Kohn-Sham gap (alpha / beta)	7.53 / 4.44	eV
<S²>	2.0103
DFT total energy	-7326.25797	eV
ΔE to the lowest compared entry with this formula, charge and spin	1.3745	eV

Geometry as ORCA input:
```
! wB97M-V def2-TZVPD RIJCOSX def2/J DEFGRID3
* xyz 1 3
N -0.50595 0.23747 -0.23789
N 2.69601 0.70369 0.21277
C 3.48973 -0.26527 -0.60804
C -2.04415 -1.15582 0.96599
C -2.87387 0.76801 -0.30797
C -1.76694 0.05171 0.14894
H -2.93416 -1.15955 1.49003
H 2.82261 1.52619 -0.32742
H -3.39449 1.28416 0.50418
H 4.44230 0.16415 -0.96722
H 0.09874 -0.54939 0.11997
H -2.84179 1.54054 -1.07703
H -0.20799 0.67944 -1.09591
H -3.75330 0.14720 -0.61273
H 3.87863 -1.03828 0.02549
H -1.34603 -1.31783 1.82030
H -2.11284 -2.02293 0.40869
H 2.98611 -0.47088 -1.43837
H 3.36737 0.87740 0.97622
*
```

Entry 3:
The following is a DFT calculation (the ωB97M-V functional and the def2-TZVPD basis) of C43H58BrMoNO2P2SSi as an isolated structure.

Kohn-Sham gap (alpha / beta)	6.58 / 7.40	eV
<S²>	2.0331
DFT total energy	-160310.62198	eV
ΔE to the lowest compared entry with this formula, charge and spin	0.0000	eV

Geometry as ORCA input:
```
! wB97M-V def2-TZVPD RIJCOSX def2/J DEFGRID3
* xyz 0 3
Mo 0.82375 -0.48204 -1.87660
Br 4.36022 0.00990 -3.01376
S 1.45767 -2.18636 -3.10533
P -0.02602 -2.36403 -0.38326
P 0.20251 1.66146 -0.28317
Si 2.46538 -0.60774 0.11723
O -0.78815 0.46572 -2.79861
O -1.50537 2.02682 -4.22198
N 1.74657 0.86053 -3.45718
C 0.82077 1.84275 3.80984
C 2.53486 -2.48894 0.48914
C -0.61429 -2.08684 1.35345
C 3.38719 1.78366 -4.93744
C 1.14048 3.09940 -1.04969
C -3.29961 -4.38159 -0.28876
C 1.58635 -4.67938 0.01415
C 1.69713 0.34317 1.60204
C -0.86293 -3.30612 2.24627
C 2.42085 2.49890 -5.61585
C 1.47716 -3.29875 0.04098
C 0.81228 1.54557 -4.15008
C -2.14220 -1.85289 3.84649
C -1.74763 -1.07391 1.47498
C -1.84444 -4.65455 -0.65606
C -1.93543 -0.65130 2.93092
C -4.11270 2.54078 1.13585
C 0.77075 1.38532 1.43619
C -3.69617 1.21503 0.52162
C -3.33022 -3.39499 -2.62632
C 4.28763 -0.09335 0.29648
C 3.67582 -3.12868 0.96381
C 3.78464 -4.51536 0.96139
C 2.15920 0.07627 2.89610
C -1.18516 -3.43328 -1.33108
C -2.23974 -2.53216 -2.00302
C 1.09847 2.37079 -5.21623
C -2.71822 1.38658 -0.63649
C 3.00179 0.97280 -3.87400
C 2.65961 2.92976 -1.01348
C 1.72944 0.80640 3.98887
C 3.30385 3.43676 0.27568
C -0.62806 1.35684 -3.71594
C 0.34395 2.12475 2.54354
C 1.41313 5.05724 0.57929
C -4.14310 -4.11673 -1.54242
C -1.53211 2.35879 -0.41623
C -2.85718 3.22525 1.65326
C -1.91744 3.54763 0.49824
C 2.92756 4.88786 0.55059
C 0.80096 4.56150 -0.72556
C 2.75006 -5.28958 0.46699
C -1.00296 -2.85388 3.69790
H 4.51505 -2.54489 1.31539
H -2.68188 -1.49441 1.08945
H -4.52958 -5.05884 -1.93701
H -3.35068 -3.51326 0.37237
H -0.27025 4.74664 -0.76968
H -4.83403 2.38340 1.93983
H 1.01021 4.49754 1.42797
H 4.52118 -0.02916 1.35989
H 3.33882 5.52509 -0.24012
H -2.77518 0.04206 3.02107
H -2.85313 -4.12607 -3.28620
H 2.86547 -0.73174 3.04869
H 3.37131 5.22394 1.48959
H -2.35776 0.41879 -0.97887
H -1.03663 4.06621 0.86980
H -1.27764 -5.00200 0.20471
H -2.22867 -1.52505 4.88428
H 2.69432 3.13756 -6.44322
H 0.77751 -5.28938 -0.36532
H 2.92485 1.89187 -1.20436
H -3.98369 -2.79285 -3.25792
H -1.78968 -3.80427 1.95629
H -3.08727 -2.34650 3.59262
H -0.06623 -2.38671 4.02051
H -0.05391 -4.03181 2.14951
H -2.43788 4.27681 -0.13552
H -2.37349 2.56353 2.38200
H -3.09366 4.15513 2.17575
H 4.68848 -4.98652 1.32233
H -1.51437 -0.20449 0.85198
H -4.55880 0.64996 0.16076
H -0.51971 -3.78834 -2.13139
H -1.16606 -3.71879 4.34446
H 1.23273 5.15619 -1.54124
H -0.36968 2.92424 2.42441
H -1.37503 2.80032 -1.41051
H 0.27453 2.87653 -5.69594
H 4.43152 1.83300 -5.20720
H -1.82724 -5.47946 -1.37617
H 0.27358 -1.59474 1.77330
H 0.47610 2.42046 4.65700
H 0.83322 2.95701 -2.09609
H 4.52422 0.86567 -0.14590
H 2.84310 -6.36678 0.43245
H 4.38836 3.33328 0.20366
H -3.71163 -5.21805 0.27809
H -2.69143 -1.85268 -1.27056
H -4.59654 3.17771 0.38877
H -1.75436 -1.89915 -2.74992
H -3.27978 1.79112 -1.48361
H -3.24969 0.62047 1.32302
H 1.14731 6.10468 0.73797
H 4.95226 -0.83065 -0.15101
H 2.99007 2.81784 1.12129
H -5.01340 -3.51484 -1.27036
H 2.09685 0.57019 4.97938
H 3.06890 3.50612 -1.85378
H -1.04192 -0.10771 3.25053
*
```

Entry 4:
The following is a DFT calculation (the ωB97M-V functional and the def2-TZVPD basis) of a 2-piece molecular cluster, C5H12O2S overall.

Kohn-Sham gap	9.37	eV
SMILES	CSCCCC=O.O
DFT total energy	-20306.53781	eV
ΔE to the lowest compared entry with this formula, charge and spin	3.7804	eV

Geometry as ORCA input:
```
! wB97M-V def2-TZVPD RIJCOSX def2/J DEFGRID3
* xyz 0 1
S -0.07615 0.29398 1.74855
O -1.83219 -3.10451 1.33817
O -0.05685 1.89525 -2.63796
C 0.82831 1.29235 -2.03701
C 0.00009 -0.78994 -0.63248
C 0.72413 -0.25143 -1.79144
C 0.66790 -0.93502 0.73331
C 0.16182 1.86866 0.88012
H 0.19341 2.87870 1.51337
H 1.21818 1.73245 0.30687
H 1.80684 -0.36905 -1.82234
H -0.76008 1.97360 0.27752
H 1.62212 1.71478 -1.64247
H -1.27424 -2.55619 2.03724
H 0.54217 -0.87590 -2.74002
H 1.69234 -0.82520 0.64824
H -0.91812 -0.11103 -0.57321
H -0.38164 -1.71732 -0.93576
H -2.26567 -2.16233 1.17878
H 0.56196 -1.81992 1.25830
*
```